ORCA calculation (ωB97M-V/def2-TZVPD) on a single C4H4O3 molecule.

Geometry as XYZ:
```
11
C4H4O3, DFT ωB97M-V/def2-TZVPD
C 0.22 0.32 -0.75
C -1.07 0.80 1.47
H -0.22 -1.76 -0.63
H 0.46 -1.23 -2.20
H -0.97 1.10 2.54
H 1.51 -1.39 -0.75
C 0.51 -1.11 -1.12
O 1.31 0.84 1.34
C 0.27 0.67 0.74
O -0.01 1.21 -1.53
O -2.12 0.55 0.94
```

Results
- calculated total energy (Eh) = -380.4996
- ΔE to the lowest compared entry with this formula, charge and spin (kcal/mol) = 29.7
- multiplicity = 1
- gap between HOMO and LUMO (eV) = 8.79
- SMILES string = CC(=O)C(=O)C=O
- M (g mol⁻¹) = 100.07

***

ORCA calculation (ωB97M-V/def2-TZVPD) on a molecular structure, C4H4O3 at a distorted geometry.

Geometry as XYZ:
```
11
C4H4O3, DFT ωB97M-V/def2-TZVPD
O 1.72 1.01 -0.08
H -0.41 -1.03 1.99
C -0.18 -1.09 0.91
O -1.29 -0.77 0.07
H 1.32 -0.06 -1.90
C 0.95 0.42 -1.00
C 0.42 0.14 0.30
H -1.58 1.38 0.44
O -0.42 1.25 -1.31
H 0.31 -2.05 0.69
C -0.84 0.80 -0.11
```

Results
- calculated total energy (Eh) = -380.3522
- ΔE to the lowest compared entry with this formula, charge and spin (kcal/mol) = 122.3
- multiplicity = 1
- gap between HOMO and LUMO (eV) = 11.41
- M (g mol⁻¹) = 100.07

***

ORCA calculation (ωB97M-V/def2-TZVPD) on a single C4H4O3 molecule at a distorted geometry.

Geometry as XYZ:
```
11
C4H4O3, DFT ωB97M-V/def2-TZVPD
O -0.03 -2.23 -0.29
C -0.70 -1.24 -0.13
O -0.82 1.24 0.36
C -0.05 0.11 -0.03
H 0.98 1.34 1.58
H -1.80 -1.27 -0.05
C 0.75 0.34 -1.31
H 1.85 0.37 -1.28
C 0.11 0.74 1.31
H -0.38 0.31 2.19
O 0.16 0.43 -2.36
```

Results
- calculated total energy (Eh) = -380.4505
- ΔE to the lowest compared entry with this formula, charge and spin (kcal/mol) = 60.6
- multiplicity = 1
- gap between HOMO and LUMO (eV) = 10.48
- SMILES string = O=CC1(C=O)CO1
- M (g mol⁻¹) = 100.07

***

ORCA calculation (ωB97M-V/def2-TZVPD) on a single C4H4O3 molecule at a distorted geometry.

Geometry as XYZ:
```
11
C4H4O3, DFT ωB97M-V/def2-TZVPD
C 0.20 0.15 -0.02
C 1.39 0.44 -0.81
H -1.72 -0.41 0.82
H 1.90 -0.48 -1.18
C -0.75 1.05 0.32
O 1.81 1.55 -1.03
O -1.88 0.57 0.85
H -0.67 2.13 0.20
H 0.10 -1.68 1.28
C -0.07 -1.29 0.25
O -0.32 -2.03 -0.68
```

Results
- calculated total energy (Eh) = -380.4756
- ΔE to the lowest compared entry with this formula, charge and spin (kcal/mol) = 44.8
- multiplicity = 1
- gap between HOMO and LUMO (eV) = 9.53
- SMILES string = O=CC(C=O)=CO
- M (g mol⁻¹) = 100.07

***

ORCA calculation (ωB97M-V/def2-TZVPD) on a gas-phase ion, C4H4O3P (charge -1) at a distorted geometry.

Geometry as XYZ:
```
12
C4H4O3P, DFT ωB97M-V/def2-TZVPD
C 1.40 1.12 -0.41
H 1.71 1.92 -0.95
C 0.31 -1.77 -0.03
H -0.17 -2.72 0.51
H -1.17 -0.77 0.80
C 0.10 0.72 0.01
O 2.91 -0.49 1.38
P 2.80 0.18 0.08
O 4.05 0.29 -0.65
O 1.19 -2.04 -0.81
C -0.33 -0.58 0.28
H -0.76 1.40 0.06
```

Results
- calculated total energy (Eh) = -721.9479
- ΔE to the lowest compared entry with this formula, charge and spin (kcal/mol) = 18.7
- multiplicity = 1
- gap between HOMO and LUMO (eV) = 7.81
- SMILES string = O=P(=O)/C=C\C=C/[O-]
- M (g mol⁻¹) = 131.05
- total charge = -1

***

ORCA calculation (ωB97M-V/def2-TZVPD) on a gas-phase ion, C4H4O3P (charge -1).

Geometry as XYZ:
```
12
C4H4O3P, DFT ωB97M-V/def2-TZVPD
C 0.22 -1.80 -0.06
O 1.20 -2.08 -0.77
O 2.88 -0.53 1.37
H -0.45 -2.65 0.25
C -0.30 -0.56 0.35
C 1.41 1.06 -0.41
P 2.84 0.18 0.08
H -0.62 1.48 -0.07
H 1.61 1.96 -0.97
H -1.28 -0.61 0.81
C 0.15 0.70 -0.03
O 4.07 0.42 -0.68
```

Results
- calculated total energy (Eh) = -721.9778
- ΔE to the lowest compared entry with this formula, charge and spin (kcal/mol) = 0.0
- multiplicity = 1
- gap between HOMO and LUMO (eV) = 7.78
- SMILES string = O=P(=O)/C=C\C=C/[O-]
- M (g mol⁻¹) = 131.05
- total charge = -1

***

ORCA calculation (ωB97M-V/def2-TZVPD) on a gas-phase ion, C4H4O4 (charge -2) at a distorted geometry.

Geometry as XYZ:
```
12
C4H4O4, DFT ωB97M-V/def2-TZVPD
H -0.76 1.35 0.50
C -0.30 -0.51 -0.53
H 0.58 -0.80 -1.12
O 2.16 1.04 -0.75
O -1.73 -2.42 -0.62
H 0.27 0.24 1.42
C -1.00 -1.73 0.16
C 0.07 0.63 0.42
C 1.27 1.53 -0.02
O -0.81 -1.98 1.38
O 1.21 2.72 0.43
H -0.98 -0.08 -1.27
```

Results
- calculated total energy (Eh) = -455.8088
- ΔE to the lowest compared entry with this formula, charge and spin (kcal/mol) = 1.4
- multiplicity = 1
- gap between HOMO and LUMO (eV) = 7.49
- SMILES string = O=C([O-])CCC(=O)[O-]
- M (g mol⁻¹) = 116.07
- total charge = -2

***

ORCA calculation (ωB97M-V/def2-TZVPD) on 2 unconnected molecules or ions with the total composition C4H4O4 at a distorted geometry.

Geometry as XYZ:
```
12
C4H4O4, DFT ωB97M-V/def2-TZVPD
H 1.47 0.95 2.09
O -2.17 -0.41 -0.75
O 0.63 2.14 -0.45
O 1.94 -1.11 -0.76
H 0.81 -1.94 0.99
C 0.79 1.07 0.58
C -1.07 0.01 -0.83
O -0.86 -0.27 1.50
C -0.09 -0.08 0.36
H -1.85 -0.35 1.04
C 1.01 -1.29 0.10
H -0.53 0.34 -1.72
```

Results
- calculated total energy (Eh) = -455.5237
- ΔE to the lowest compared entry with this formula, charge and spin (kcal/mol) = 181.6
- multiplicity = 1
- gap between HOMO and LUMO (eV) = 9.12
- M (g mol⁻¹) = 116.07

***

ORCA calculation (ωB97M-V/def2-TZVPD) on a single C4H4O4 molecule at a distorted geometry.

Geometry as XYZ:
```
12
C4H4O4, DFT ωB97M-V/def2-TZVPD
O 2.00 -1.33 0.28
C 0.06 -0.39 -0.52
C 1.16 -0.30 0.33
H -2.40 1.75 -0.23
O -0.51 -1.48 -1.17
O -2.06 0.95 -0.57
H -1.36 -1.36 -1.46
C 1.06 0.82 1.08
H 1.19 -2.07 0.04
O -0.07 1.42 0.63
C -0.73 0.60 -0.20
H 1.67 1.37 1.77
```

Results
- calculated total energy (Eh) = -455.6734
- ΔE to the lowest compared entry with this formula, charge and spin (kcal/mol) = 87.6
- multiplicity = 1
- gap between HOMO and LUMO (eV) = 8.77
- SMILES string = Oc1coc(O)c1O
- M (g mol⁻¹) = 116.07

***

ORCA calculation (ωB97M-V/def2-TZVPD) on 2 unconnected molecules or ions with the total composition C4H4O5 at a distorted geometry.

Geometry as XYZ:
```
13
C4H4O5, DFT ωB97M-V/def2-TZVPD
C -2.17 -0.84 -0.37
H 1.63 -1.18 0.62
C 0.17 0.34 0.50
H -0.88 0.45 2.13
O -2.83 -0.02 0.07
O -1.56 -1.69 -0.85
C 1.24 -0.53 -0.17
C -0.10 1.52 0.03
O 2.33 0.18 -0.68
O -0.41 -0.23 1.63
H 0.77 -1.16 -0.94
H 2.10 0.60 -1.51
O -0.28 2.57 -0.45
```

Results
- calculated total energy (Eh) = -530.9864
- ΔE to the lowest compared entry with this formula, charge and spin (kcal/mol) = 25.2
- multiplicity = 1
- gap between HOMO and LUMO (eV) = 8.77
- SMILES string = O=C=C(O)CO.O=C=O
- M (g mol⁻¹) = 132.07

***

ORCA calculation (ωB97M-V/def2-TZVPD) on 2 unconnected molecules or ions with the total composition C4H4O5S at a distorted geometry.

Geometry as XYZ:
```
14
C4H4O5S, DFT ωB97M-V/def2-TZVPD
C 2.05 -0.23 -0.17
H -0.61 1.06 -0.84
O 1.62 2.22 -1.12
O 3.79 -1.90 1.10
H -0.52 0.71 0.92
C 0.81 -0.63 -0.19
O 1.90 1.94 1.36
O 3.67 -2.18 -1.14
C 3.48 -1.72 -0.03
S 2.35 1.56 0.02
H -1.26 -0.33 -0.12
O 3.79 1.80 -0.12
C -0.40 0.37 -0.10
H 0.45 -1.67 -0.48
```

Results
- calculated total energy (Eh) = -929.1611
- ΔE to the lowest compared entry with this formula, charge and spin (kcal/mol) = 23.6
- multiplicity = 1
- gap between HOMO and LUMO (eV) = 6.78
- M (g mol⁻¹) = 164.14
- total charge = -2

***

ORCA calculation (ωB97M-V/def2-TZVPD) on a molecular structure, C4H4O5Yb at a distorted geometry.

Geometry as XYZ:
```
14
C4H4O5Yb, DFT ωB97M-V/def2-TZVPD
O 0.43 0.54 1.18
O 1.50 1.93 2.85
H 2.19 -2.08 -2.70
O -0.52 -1.80 -0.09
H 0.84 0.55 -3.26
C 0.68 -0.49 -2.93
C 1.92 -1.11 -2.27
Yb -1.07 -0.89 2.20
O -0.29 -0.46 -1.87
C 0.68 1.06 2.58
H 2.78 -0.44 -2.25
H 0.28 -1.09 -3.75
C 0.21 -1.04 -0.77
O 1.51 -1.32 -0.91
```

Results
- calculated total energy (Eh) = -1689.5912
- ΔE to the lowest compared entry with this formula, charge and spin (kcal/mol) = 0.0
- multiplicity = 3
- gap between HOMO and LUMO (spin up / spin down) (eV) = 5.36 / 6.72
- M (g mol⁻¹) = 305.11

***

ORCA calculation (ωB97M-V/def2-TZVPD) on a single C4H4OS molecule at a distorted geometry.

Geometry as XYZ:
```
10
C4H4OS, DFT ωB97M-V/def2-TZVPD
C -1.38 -1.63 -0.16
H 0.55 -0.21 1.49
S 1.88 -0.26 -0.14
H -2.00 -2.72 -0.27
H 1.63 0.16 -1.58
C -0.09 1.48 0.16
C -0.60 -0.84 0.11
O -1.19 1.59 -0.33
H 0.86 2.27 0.19
C 0.34 0.15 0.52
```

Results
- calculated total energy (Eh) = -628.0720
- ΔE to the lowest compared entry with this formula, charge and spin (kcal/mol) = 102.3
- multiplicity = 1
- gap between HOMO and LUMO (eV) = 10.01
- SMILES string = C#C[C@@H](S)C=O
- M (g mol⁻¹) = 100.14

***

ORCA calculation (ωB97M-V/def2-TZVPD) on a molecular structure, C4H4OS at a distorted geometry.

Geometry as XYZ:
```
10
C4H4OS, DFT ωB97M-V/def2-TZVPD
H 0.90 1.31 -1.79
C 0.38 1.39 -0.77
C -0.19 -0.79 0.11
O 2.08 -1.21 -0.58
S 1.35 1.34 0.61
H -0.74 1.63 -0.58
H -1.25 -1.02 1.88
C -1.26 -0.93 0.85
C 1.05 -0.93 -0.17
H -2.32 -0.79 0.44
```

Results
- calculated total energy (Eh) = -628.0718
- ΔE to the lowest compared entry with this formula, charge and spin (kcal/mol) = 102.4
- multiplicity = 1
- gap between HOMO and LUMO (eV) = 8.32
- M (g mol⁻¹) = 100.14

***

ORCA calculation (ωB97M-V/def2-TZVPD) on a single C4H4OS molecule at a distorted geometry.

Geometry as XYZ:
```
10
C4H4OS, DFT ωB97M-V/def2-TZVPD
H 1.16 1.60 0.85
C 0.00 -2.32 -0.06
H 1.32 0.29 -0.18
H 1.08 1.88 -0.81
O -0.56 1.31 0.00
C -0.35 -1.18 0.13
C 0.86 1.25 -0.04
S -2.86 0.09 -0.04
C -1.28 0.23 0.08
H 0.63 -3.16 0.05
```

Results
- calculated total energy (Eh) = -628.0986
- ΔE to the lowest compared entry with this formula, charge and spin (kcal/mol) = 85.6
- multiplicity = 1
- gap between HOMO and LUMO (eV) = 9.13
- SMILES string = C#CC(=S)OC
- M (g mol⁻¹) = 100.14

***

ORCA calculation (ωB97M-V/def2-TZVPD) on 2 unconnected molecules or ions with the total composition C4H4OS at a distorted geometry.

Geometry as XYZ:
```
10
C4H4OS, DFT ωB97M-V/def2-TZVPD
S -3.06 1.56 0.37
C 1.24 -0.49 -0.01
O 0.10 -2.49 -0.24
H 1.70 1.50 0.58
C 0.99 0.82 0.19
H -0.08 1.21 0.09
C -2.51 0.82 -0.81
H -0.69 -0.65 0.01
H 2.22 -1.01 -0.03
C 0.09 -1.26 -0.15
```

Results
- calculated total energy (Eh) = -628.0958
- ΔE to the lowest compared entry with this formula, charge and spin (kcal/mol) = 87.3
- multiplicity = 1
- gap between HOMO and LUMO (eV) = 9.37
- M (g mol⁻¹) = 100.14

***

ORCA calculation (ωB97M-V/def2-TZVPD) on a single C4H4OS molecule at a distorted geometry.

Geometry as XYZ:
```
10
C4H4OS, DFT ωB97M-V/def2-TZVPD
C -1.02 -0.44 -0.14
C 0.32 -0.88 -0.02
C 1.28 0.29 -0.03
H 0.49 -1.58 -0.80
C -2.04 0.27 0.08
H 0.57 -1.53 0.75
O 0.70 1.51 -0.07
S 2.98 0.05 0.03
H -0.31 1.38 -0.25
H -2.98 0.94 0.45
```

Results
- calculated total energy (Eh) = -628.1247
- ΔE to the lowest compared entry with this formula, charge and spin (kcal/mol) = 69.2
- multiplicity = 1
- gap between HOMO and LUMO (eV) = 9.03
- SMILES string = C#CCC(O)=S
- M (g mol⁻¹) = 100.14

***

ORCA calculation (ωB97M-V/def2-TZVPD) on a single C4H4OS molecule at a distorted geometry.

Geometry as XYZ:
```
10
C4H4OS, DFT ωB97M-V/def2-TZVPD
C 0.91 1.03 1.57
C -0.14 -1.09 0.00
H -0.43 1.37 0.13
O -0.24 1.27 -1.07
H 0.46 -2.07 -0.17
C 0.60 -0.30 1.11
H -1.13 -1.45 0.35
H 0.73 2.03 2.12
S -0.45 -0.75 -2.77
C -0.32 -0.05 -1.27
```

Results
- calculated total energy (Eh) = -628.0255
- ΔE to the lowest compared entry with this formula, charge and spin (kcal/mol) = 131.4
- multiplicity = 1
- gap between HOMO and LUMO (eV) = 8.13
- SMILES string = C#CCC(O)=S
- M (g mol⁻¹) = 100.14

***

ORCA calculation (ωB97M-V/def2-TZVPD) on a single C4H4OS molecule at a distorted geometry.

Geometry as XYZ:
```
10
C4H4OS, DFT ωB97M-V/def2-TZVPD
C -0.35 0.01 0.21
S -1.90 -0.01 0.65
C 1.92 -0.05 0.09
H 0.90 -0.10 2.02
O -0.02 0.03 -1.13
H 2.98 -0.06 0.24
C 0.88 -0.03 0.95
C 1.42 0.03 -1.26
H 1.66 -0.78 -1.85
H 1.75 0.98 -1.77
```

Results
- calculated total energy (Eh) = -628.2083
- ΔE to the lowest compared entry with this formula, charge and spin (kcal/mol) = 16.7
- multiplicity = 1
- gap between HOMO and LUMO (eV) = 8.45
- SMILES string = S=C1C=CCO1
- M (g mol⁻¹) = 100.14

***

ORCA calculation (ωB97M-V/def2-TZVPD) on a molecular structure, C4H4OSc at a distorted geometry.

Geometry as XYZ:
```
10
C4H4OSc, DFT ωB97M-V/def2-TZVPD
H -2.15 -1.61 1.46
C 0.68 0.99 -0.53
C 0.34 1.75 0.51
C -1.37 -1.70 0.64
C 0.88 0.11 -1.46
O -0.30 -2.23 1.03
H 1.62 0.35 -2.24
H -0.49 2.46 0.44
H 0.97 1.81 1.40
Sc -0.18 -1.93 -1.24
```

Results
- calculated total energy (Eh) = -990.5953
- multiplicity = 2
- gap between HOMO and LUMO (spin up / spin down) (eV) = 6.43 / 7.71
- M (g mol⁻¹) = 113.03